No. 1
ORCA calculation (wB97M-V/def2-TZVPD) on 2 unconnected molecules or ions with the total composition C2H9NPS in a non-equilibrium geometry.

Calculated values
Molecular weight   110.1 g mol⁻¹
Net charge   +1
E_HOMO (alpha / beta)   -12.9 / -13.6 eV
Orbital gap (alpha / beta)   7.32 / 8.39 eV
Calculated total energy   -23823.04029 eV
Energy above the lowest of the compared OMol25 structures with the same formula, charge and spin   4.025 eV

Each line ends with the Löwdin charge.
Element x y z (Å)
S 2.569121 0.275749 0.248206  0.7640
P -2.963837 0.248381 0.089950  0.6851
N 0.150461 -1.302320 -0.611339  0.0760
C -0.105494 -0.421012 0.477169  -0.3678
C 0.659625 0.770661 0.490038  -0.4388
H 0.419094 1.469991 -0.382561  0.0965
H 0.621647 1.474260 1.316252  0.0854
H -1.948965 1.081534 -0.742737  -0.1531
H 1.234836 -1.317278 -0.678088  0.0965
H -0.174643 -2.343841 -0.642270  0.2223
H 2.731800 1.026269 -0.761236  -0.1869
H -3.033430 0.931775 1.373633  -0.1845
H -0.063634 -0.978292 1.402783  0.1137
H -0.096586 -0.915883 -1.579804  0.1916

Forces on the atoms, in the same order (eV/Å):
-1.6208 -0.9059 2.0230
2.4285 0.2764 -0.4720
1.3446 -2.1124 -3.8842
-2.5528 -1.1961 2.1539
2.0403 3.0343 -2.3978
0.4984 -1.1013 0.7510
-0.2708 -0.7728 0.5353
-1.6489 -0.4822 1.4581
-0.9369 -0.1040 0.1078
0.2999 2.4551 0.7742
0.3590 1.3036 -1.8589
0.4712 0.1206 -0.9428
-0.4346 -0.1315 0.1318
0.0229 -0.3839 1.6207

=====

No. 2
ORCA calculation (wB97M-V/def2-TZVPD) on a molecular structure, C5H10LuOP in a non-equilibrium geometry.

Calculated values
Molecular weight   292.1 g mol⁻¹
Net charge   0
E_HOMO (alpha / beta)   -4.6 / -3.8 eV
Orbital gap (alpha / beta)   4.68 / 4.20 eV
Calculated total energy   -50298.69166 eV
Energy above the lowest of the compared OMol25 structures with the same formula, charge and spin   0.657 eV

Each line ends with the Löwdin charge.
Element x y z (Å)
Lu -0.033907 0.161695 0.066877  0.8327
P -0.059254 -2.479260 0.407357  0.5442
O 0.549541 0.736531 2.020619  -0.2189
C -1.199955 1.151882 -1.622359  -0.2889
C 1.040486 1.679951 -1.227808  -0.2753
C 0.989510 0.476513 -2.023938  -0.2511
C -0.323656 2.117376 -0.987849  -0.2852
C -0.385834 0.159615 -2.278953  -0.2495
H -0.756506 -0.714516 -2.823943  0.1064
H -1.181761 -3.098424 -0.200560  -0.1417
H -0.152648 -2.723738 1.823977  -0.1297
H 1.111083 -3.132553 -0.058743  -0.1351
H -0.631685 2.949856 -0.341341  0.1049
H 0.789472 1.643397 2.245550  0.0560
H 0.584084 0.175051 2.805310  0.0361
H 1.946725 2.194645 -0.896028  0.1010
H 1.861173 -0.053215 -2.416120  0.1053
H -2.289769 1.198694 -1.628047  0.0888

Forces on the atoms, in the same order (eV/Å):
-0.3031 -3.1257 3.4729
-0.1086 0.3989 0.2281
0.1080 0.6822 0.7416
-0.4172 0.4742 -0.7769
-0.2542 0.6586 -1.2703
-0.3521 0.9872 -0.9338
0.5771 0.4386 -1.2237
0.4824 0.7801 -0.3986
0.1970 0.4635 0.2176
0.1251 -0.5544 0.2239
0.0975 -0.4668 -1.0292
-0.2882 -0.4128 0.3534
0.1399 -0.3726 -0.4894
0.2352 0.5347 0.4838
0.0774 -0.2642 0.4055
-0.3935 -0.3302 -0.1817
-0.4081 0.1320 0.2999
0.4852 -0.0234 -0.1229

=====

No. 3
ORCA calculation (wB97M-V/def2-TZVPD) on 2 unconnected molecules or ions with the total composition C5H13NO in a non-equilibrium geometry.

Calculated values
Molecular weight   103.2 g mol⁻¹
Net charge   0
E_HOMO   -7.8 eV
Orbital gap   8.66 eV
Calculated total energy   -8930.42803 eV
Energy above the lowest of the compared OMol25 structures with the same formula, charge and spin   3.583 eV

Each line ends with the Löwdin charge.
Element x y z (Å)
O -2.249406 -1.449211 1.325162  -0.1252
N -0.228597 0.498278 -0.202180  -0.1119
C 1.111610 0.089786 -0.137167  -0.1947
C 2.650990 -1.287839 1.346170  -0.1104
C -1.726305 1.875175 -1.684983  -0.1066
C -1.016061 0.515220 -1.392157  -0.2837
C 1.764569 -0.130673 0.981587  -0.1930
H 2.044671 -2.077976 1.868999  0.0957
H -1.305317 2.520810 -2.453059  0.0551
H -1.975942 -2.117022 2.013337  0.0555
H -2.787368 1.498062 -1.763590  0.0791
H -1.449265 -0.936130 0.937853  0.0346
H -0.196617 0.525310 -2.308102  0.1596
H 1.129347 0.322071 1.764054  0.0954
H 3.105365 -1.836580 0.528516  0.0654
H 1.441375 -0.160204 -1.156183  0.1165
H -1.813664 -0.295141 -1.406735  0.1155
H -0.446524 0.779487 0.787622  0.1416
H 3.515355 -0.859252 1.717666  0.0318
H -1.568216 2.525829 -0.766811  0.0798

Forces on the atoms, in the same order (eV/Å):
1.5919 0.3171 -0.0135
1.6669 0.4205 2.6824
-1.0378 -0.9105 -3.0233
-1.1246 -0.4021 -1.3701
-0.7788 -0.4358 2.4957
1.5018 1.3479 -2.6975
-1.3809 -0.0919 0.8465
1.0318 1.0529 0.2891
-0.3539 -0.6178 -0.5732
0.0830 1.3576 -1.3208
0.7953 1.6886 -0.4081
-1.5830 -1.7174 1.2208
-2.1388 -1.1809 2.2322
0.7505 -0.5267 0.6333
-0.5214 0.0668 -0.9268
0.2957 -0.3835 0.5398
1.3852 0.6369 -0.2628
-1.0900 0.0691 -1.8827
1.6799 0.1234 2.3427
-0.7729 -0.8141 -0.8036

=====

No. 4
ORCA calculation (wB97M-V/def2-TZVPD) on a molecular structure, C22H36BBaBr18O8 in a non-equilibrium geometry.

Calculated values
Molecular weight   2014.9 g mol⁻¹
Net charge   +1
E_HOMO   -10.7 eV
Orbital gap   5.08 eV
Calculated total energy   -1301913.65730 eV
Energy above the lowest of the compared OMol25 structures with the same formula, charge and spin   0.942 eV

Each line ends with the Löwdin charge.
Element x y z (Å)
Ba -5.643571 3.296164 25.950567  1.9372
Br -2.761626 9.339250 17.841650  0.6157
Br -4.814317 2.281738 20.833132  0.6248
Br -2.686468 7.294604 28.784956  0.6004
Br -2.541785 6.069949 19.516385  0.7000
Br 1.619766 10.042152 19.080938  0.6233
Br -0.754101 2.824667 22.217467  0.6511
Br 0.281315 5.827758 28.751224  0.5828
Br -1.913022 10.120115 25.999567  0.7678
Br 3.829311 12.205138 21.501322  0.5765
Br -3.020508 14.078022 24.027091  0.8048
Br 4.879188 8.445912 20.048511  0.6540
Br -0.750954 3.878127 25.902115  0.6879
Br 2.535648 12.443451 24.675450  0.5557
Br -5.608591 10.012892 25.278859  0.6498
Br -6.079049 7.329164 30.184813  0.5972
Br 1.257425 6.279077 19.914882  0.7188
Br -0.262051 12.916577 20.417193  0.7080
Br 4.848389 5.014448 23.132279  0.6090
O -3.833929 4.094239 23.785302  -0.0737
O -2.377387 8.311791 23.156694  0.2113
O -2.763442 7.068722 25.226355  0.2160
O -1.075753 9.839448 22.164655  0.1576
O -0.682533 6.894670 23.943633  0.2061
O -2.780707 5.955746 23.134747  0.2362
O 1.065386 8.054313 23.171648  0.1609
O -4.034662 5.534367 26.308346  -0.1305
C 4.388059 6.616612 22.110213  -0.7311
C -3.965506 4.895066 20.148801  -0.6655
C -3.091920 11.342285 25.021753  -0.7546
C 2.093845 10.892720 23.490479  -0.6346
C -4.267723 8.278261 28.094175  -0.6965
C -5.156204 8.760551 29.219288  -0.6854
C 3.248855 10.638703 22.522640  -0.7162
C -0.104251 7.889529 23.287915  -0.3740
C -3.366355 5.202981 24.007846  -0.4535
C -1.212792 8.808857 22.712481  -0.3660
C -4.445172 11.561029 25.623055  -0.6548
C -3.461259 5.998728 25.328007  -0.4461
C -0.271887 9.574220 19.092172  -0.7471
C 5.440709 6.880738 21.066207  -0.6782
C 0.853140 4.987738 26.083653  -0.6316
C 0.619242 6.246448 26.854326  -0.6358
C -2.101362 14.118348 22.278781  -0.5940
C -0.968109 10.085074 17.869168  -0.6840
C 0.712053 4.409539 20.278582  -0.5984
C 0.160359 4.507581 21.692986  -0.6793
C -3.601374 3.440187 19.856796  -0.6945
C -1.137698 12.967408 22.171848  -0.6706
B -2.116272 7.073757 23.876257  -0.9483
H -0.392839 12.905659 22.958345  0.0496
H 4.264838 7.424735 22.825016  0.0459
H -4.647013 9.455011 29.881636  0.0673
H -1.064643 11.165517 17.871660  0.0381
H 5.516682 6.071467 20.345354  0.0537
H 0.975143 4.641317 22.401130  0.0498
H -4.166114 5.154342 21.180732  0.0212
H 1.626744 3.832861 20.233389  0.0616
H -0.635915 10.085911 19.982345  -0.0158
H 1.671273 4.345513 26.390091  0.0684
H 2.914989 9.883661 21.817130  -0.0195
H -5.918239 9.368008 28.724920  0.0532
H -0.483655 5.372879 21.800849  0.0005
H -4.415362 11.746872 26.693996  0.0660
H 1.458154 6.937513 26.846029  0.0758
H -1.613569 15.080905 22.169671  0.0623
H -2.591097 3.226789 20.189020  -0.0265
H 1.092491 5.246065 25.051048  0.0457
H -0.328000 8.517306 19.330447  -0.0294
H -2.915110 13.999005 21.573322  0.0564
H -0.427985 9.764477 16.981459  0.0572
H -3.029803 11.032359 23.980957  0.0456
H -0.242880 6.799948 26.494091  0.0303
H 1.223110 11.206888 22.916690  0.0192
H 6.437939 7.030017 21.470849  0.0599
H 1.817176 10.021583 24.073673  0.0403
H -0.043415 4.095719 19.569107  0.0349
H 4.091750 10.276540 23.106925  0.0541
H -3.615516 3.350470 18.773088  0.0709
H -4.873928 7.566646 27.539010  0.0177
H -3.886384 9.033295 27.415163  -0.0526
H -4.892514 12.470092 25.225527  0.0251
H -2.481505 12.245447 25.004270  -0.0895
H -4.845265 5.123013 19.551085  0.0582
H -1.714401 12.044772 22.152839  0.0209
H 3.421541 6.541301 21.615477  -0.0252

Forces on the atoms, in the same order (eV/Å):
1.5292 1.1454 -0.5864
-0.0326 0.1297 -0.1337
-0.0106 -0.1220 -0.3767
-0.6824 0.4925 -0.4238
-0.1745 -0.2532 0.1395
-0.0101 -0.1094 -0.2119
0.2185 0.6185 -0.2286
0.3447 0.0564 -0.3221
-0.1575 -0.1091 0.1260
-0.2492 -0.5659 0.2216
0.1951 1.6977 -1.0296
0.2421 -0.0716 0.1058
0.0604 0.0932 0.1688
-0.4130 -0.8628 -0.1724
0.0282 0.4548 0.0950
0.3924 0.4164 -0.2749
-0.0254 -0.4719 -0.3341
-0.0665 0.3880 0.4800
-0.2943 0.1456 -0.2022
-0.9148 -0.0349 1.2870
0.2065 -0.4076 -0.0582
-0.5503 -0.6370 0.2509
0.3223 0.9729 -0.8774
-0.5004 -0.3939 0.4015
0.1313 -0.8370 0.7655
0.4168 -0.0870 -0.0022
-1.0898 -0.3874 -0.2564
-0.2158 0.4015 -0.1255
-0.3087 -0.1913 -0.4958
1.4540 -0.0721 0.0256
0.2140 1.3969 -0.7525
-0.0450 -1.2699 0.8649
0.0756 1.0486 -0.8430
-0.3597 -0.1396 0.8627
0.2652 0.4374 -0.7111
-0.0912 0.3629 -1.1353
-0.5597 -0.8821 1.7415
0.1512 -0.0466 0.0763
0.9185 -0.8328 0.2162
0.0455 0.6142 1.3436
0.1791 -0.1777 -0.1291
0.3594 0.1768 -1.1912
-0.3613 -0.0465 0.8939
0.1046 0.1015 -0.0875
0.4327 -0.4278 -0.2564
-0.0960 0.8020 0.8172
0.5198 -0.3221 0.0169
0.6889 1.3355 0.2830
-0.6421 -0.8001 -0.2573
-0.0858 1.2924 -1.0224
0.1860 0.2787 -0.0828
0.3705 0.0270 0.1018
0.0568 -0.4785 0.4903
0.0117 0.0025 0.0659
-0.1851 -0.0526 0.0228
0.0059 -0.1678 0.0551
0.2475 -0.2359 0.1100
-0.0830 -0.2087 -0.1398
-0.0785 -0.0067 -0.1896
-0.2008 -0.0268 0.5976
0.1406 0.0128 -0.1648
-0.3173 -0.2433 0.1892
-0.5551 -0.4162 -0.0380
0.1427 -0.4714 0.1052
0.2636 -0.2987 -0.0779
-0.1457 0.0960 0.1449
-0.1082 -0.2345 0.2435
-0.1737 0.1433 -0.0235
-0.0821 -0.1468 -0.6500
0.0774 0.1691 -0.1566
-0.3258 -0.0135 -0.1680
-0.6341 -0.3756 0.0489
-0.1549 -0.1489 0.0542
-0.0458 0.0586 0.1421
-0.0928 0.3225 0.0910
0.3962 0.1284 0.2053
0.1005 0.1358 -0.2259
0.2573 0.0878 -0.3338
-0.4559 -0.7218 0.0719
0.3726 -0.1285 -0.2766
-0.0595 0.2049 0.3315
-0.2604 -0.3584 -0.4803
-0.4184 -0.6271 0.7363
-0.0011 0.2927 0.0960
0.1791 -0.0144 0.2261
0.0108 -0.6048 0.1925

=====

What did the second record say?
ORCA calculation (wB97M-V/def2-TZVPD) on a molecular structure, C5H10LuOP in a non-equilibrium geometry.

Calculated values
Molecular weight   292.1 g mol⁻¹
Net charge   0
E_HOMO (alpha / beta)   -4.6 / -3.8 eV
Orbital gap (alpha / beta)   4.68 / 4.20 eV
Calculated total energy   -50298.69166 eV
Energy above the lowest of the compared OMol25 structures with the same formula, charge and spin   0.657 eV

Each line ends with the Löwdin charge.
Element x y z (Å)
Lu -0.033907 0.161695 0.066877  0.8327
P -0.059254 -2.479260 0.407357  0.5442
O 0.549541 0.736531 2.020619  -0.2189
C -1.199955 1.151882 -1.622359  -0.2889
C 1.040486 1.679951 -1.227808  -0.2753
C 0.989510 0.476513 -2.023938  -0.2511
C -0.323656 2.117376 -0.987849  -0.2852
C -0.385834 0.159615 -2.278953  -0.2495
H -0.756506 -0.714516 -2.823943  0.1064
H -1.181761 -3.098424 -0.200560  -0.1417
H -0.152648 -2.723738 1.823977  -0.1297
H 1.111083 -3.132553 -0.058743  -0.1351
H -0.631685 2.949856 -0.341341  0.1049
H 0.789472 1.643397 2.245550  0.0560
H 0.584084 0.175051 2.805310  0.0361
H 1.946725 2.194645 -0.896028  0.1010
H 1.861173 -0.053215 -2.416120  0.1053
H -2.289769 1.198694 -1.628047  0.0888

Forces on the atoms, in the same order (eV/Å):
-0.3031 -3.1257 3.4729
-0.1086 0.3989 0.2281
0.1080 0.6822 0.7416
-0.4172 0.4742 -0.7769
-0.2542 0.6586 -1.2703
-0.3521 0.9872 -0.9338
0.5771 0.4386 -1.2237
0.4824 0.7801 -0.3986
0.1970 0.4635 0.2176
0.1251 -0.5544 0.2239
0.0975 -0.4668 -1.0292
-0.2882 -0.4128 0.3534
0.1399 -0.3726 -0.4894
0.2352 0.5347 0.4838
0.0774 -0.2642 0.4055
-0.3935 -0.3302 -0.1817
-0.4081 0.1320 0.2999
0.4852 -0.0234 -0.1229